No. 1
The following is a DFT calculation (ωB97M-V/def2-TZVPD) of C5H8FNS in the gas phase in a non-equilibrium geometry.

The value obtained for the calculated total energy is -20356.1898 eV. The LUMO energy is -0.0058 Ha. The calculation puts the gap between HOMO and LUMO at 7.834 eV. As for the highest occupied orbital energy: -7.99 eV. For the energy relative to the best compared isomer or geometry (same formula, charge and spin), the calculation gives 78.0 kJ/mol. The SMILES is CCN/C=C(/F)C=S.

Structure (ORCA input):
```
! RIJCOSX wB97M-V def2-TZVPD def2/J DEFGRID3
* xyz 0 1
C 0.4164 -0.1860 -3.6886
C 0.3550 -0.0121 -2.1740
N -0.6936 -0.8127 -1.5980
C -1.0580 -0.9204 -0.3226
C -0.5533 -0.3339 0.8101
F -1.2002 -0.6998 1.9515
C 0.5297 0.5656 0.9913
S 1.0504 1.2086 2.3845
H -0.5869 0.1419 -4.1195
H 1.2012 0.4395 -4.1133
H 0.5723 -1.2611 -3.9611
H 0.2697 1.0106 -1.8994
H 1.3359 -0.2686 -1.7681
H -1.2237 -1.3388 -2.2768
H -1.8631 -1.5754 -0.1344
H 1.0060 0.8225 0.0468
*
```

No. 2
The following is a DFT calculation (ωB97M-V/def2-TZVPD) of a molecular structure, C5H8HgO3 in a non-equilibrium geometry.

The value obtained for the calculated total energy is -15624.9501 eV. The LUMO energy (spin up / spin down) is -0.0560 / -0.0518 Ha. The calculation puts the gap between HOMO and LUMO (spin up / spin down) at 5.011 / 5.621 eV. As for the highest occupied orbital energy (spin up / spin down): -6.53 / -7.03 eV. For the energy relative to the best compared isomer or geometry (same formula, charge and spin), the calculation gives 204.5 kJ/mol.

Structure (ORCA input):
```
! RIJCOSX wB97M-V def2-TZVPD def2/J DEFGRID3
* xyz 0 1
O 0.4436 -1.8550 0.1199
C 0.3679 -3.1006 0.2726
C 1.5059 -3.8708 0.8654
H -0.2306 -3.6722 -0.4691
H 1.1560 -4.8874 1.1020
H 2.3126 -3.9792 0.1210
H 1.8975 -3.3893 1.7700
O -0.0761 1.3892 -0.1106
O -1.9350 0.3189 0.5095
C -0.7081 2.7243 0.0466
C -0.3709 3.5269 -1.1986
C -0.7303 0.2358 0.0999
H -0.1644 3.1701 0.8977
H -0.7023 4.5685 -1.0648
H 0.7153 3.5505 -1.4057
H -0.8695 3.1361 -2.0985
Hg -2.6116 2.1341 0.5425
*
```

No. 3
The following is a DFT calculation (ωB97M-V/def2-TZVPD) of 2 unconnected molecules or ions with the total composition C5H8I2.

The value obtained for the calculated total energy is -21511.2474 eV. The LUMO energy (spin up / spin down) is -0.0364 / 0.0006 Ha. The calculation puts the gap between HOMO and LUMO (spin up / spin down) at 7.626 / 8.436 eV. As for the highest occupied orbital energy (spin up / spin down): -8.62 / -8.42 eV. For the energy relative to the best compared isomer or geometry (same formula, charge and spin), the calculation gives 348.0 kJ/mol.

Structure (ORCA input):
```
! RIJCOSX wB97M-V def2-TZVPD def2/J DEFGRID3
* xyz 0 1
C 0.8296 -0.7010 0.6550
C 0.2533 -0.0799 -0.5534
C 0.4673 0.7723 0.6085
C -2.4246 -1.2630 -1.2486
C 1.5224 1.8378 0.6723
I 1.1344 0.0900 -2.4347
I -1.3078 1.3387 1.7237
H 0.2073 -1.3638 1.2416
H 1.8785 -0.9771 0.6799
H -2.3104 -0.8669 -2.2353
H -2.9639 -0.7042 -0.5131
H -2.1175 -2.2646 -1.0354
H 1.1535 2.7733 0.2534
H 2.3977 1.5238 0.1043
H 1.8200 2.0131 1.7049
*
```

No. 4
The following is a DFT calculation (ωB97M-V/def2-TZVPD) of a gas-phase ion, C5H8N (charge +1) in a non-equilibrium geometry.

The value obtained for the calculated total energy is -6793.6890 eV. The LUMO energy is -0.1343 Ha. The calculation puts the gap between HOMO and LUMO at 10.580 eV. As for the highest occupied orbital energy: -14.23 eV. For the energy relative to the best compared isomer or geometry (same formula, charge and spin), the calculation gives 424.5 kJ/mol. The SMILES is C=CC[N+]#CC.

Structure (ORCA input):
```
! RIJCOSX wB97M-V def2-TZVPD def2/J DEFGRID3
* xyz 1 1
C -2.6179 -0.5320 0.9463
C -1.5650 -1.2186 1.3243
C -0.0097 -0.8917 0.6257
N 0.7444 0.1667 -0.1264
C 1.3782 0.9211 -0.7446
C 2.1664 1.7233 -1.6826
H -2.8138 0.1051 0.1150
H -3.4933 -0.7956 1.4240
H -1.2064 -1.9812 1.9601
H 0.5150 -1.0815 1.6423
H 0.0442 -1.9076 0.0099
H 1.4918 1.5100 -2.6005
H 2.2884 2.6715 -1.1858
H 3.0778 1.3107 -1.7078
*
```

No. 5
The following is a DFT calculation (ωB97M-V/def2-TZVPD) of 2 unconnected molecules or ions with the total composition C5H8N in a non-equilibrium geometry.

The value obtained for the calculated total energy is -6791.3469 eV. The LUMO energy (spin up / spin down) is -0.2075 / -0.2076 Ha. The calculation puts the gap between HOMO and LUMO (spin up / spin down) at 8.916 / 8.916 eV. As for the highest occupied orbital energy (spin up / spin down): -14.56 / -14.56 eV. For the energy relative to the best compared isomer or geometry (same formula, charge and spin), the calculation gives 650.5 kJ/mol.

Structure (ORCA input):
```
! RIJCOSX wB97M-V def2-TZVPD def2/J DEFGRID3
* xyz 1 1
C 0.5943 -0.0738 -2.9316
C 0.9486 -0.9109 -2.0415
C -0.0958 0.6891 1.2389
C 0.8093 -0.1781 0.3101
C -1.4766 0.3890 1.5995
N 0.9905 -0.3068 1.5786
H 0.3322 0.9993 -2.6728
H 0.4468 -0.4618 -3.9364
H 1.1711 -1.9413 -1.7610
H 0.1872 1.6772 1.3834
H -2.0717 0.5912 0.7462
H -1.8167 0.9995 2.3992
H -1.6319 -0.7180 1.9320
H 1.6128 -0.7546 2.1555
*
```

No. 6
The following is a DFT calculation (ωB97M-V/def2-TZVPD) of a molecular structure, C5H8N in a non-equilibrium geometry.

The value obtained for the calculated total energy is -6793.6662 eV. The LUMO energy (spin up / spin down) is -0.2215 / -0.2215 Ha. The calculation puts the gap between HOMO and LUMO (spin up / spin down) at 8.587 / 8.588 eV. As for the highest occupied orbital energy (spin up / spin down): -14.62 / -14.62 eV. For the energy relative to the best compared isomer or geometry (same formula, charge and spin), the calculation gives 426.7 kJ/mol.

Structure (ORCA input):
```
! RIJCOSX wB97M-V def2-TZVPD def2/J DEFGRID3
* xyz 1 1
C 0.4899 -0.9298 -1.2347
C 0.6334 0.3978 -1.5334
C 0.4067 1.9808 0.6034
C 0.2772 -0.6321 0.2843
C -1.2383 -1.1674 0.8996
N 0.4288 0.7162 -0.1452
H 0.6414 -1.7522 -1.9520
H 0.8882 0.9812 -2.3795
H 0.3259 2.2304 1.6220
H 0.3335 2.8567 -0.0900
H 1.0289 -1.0059 0.9623
H -1.9027 -0.7033 0.2155
H -1.1286 -0.6738 1.8339
H -1.1845 -2.2987 0.9136
*
```

No. 7
The following is a DFT calculation (ωB97M-V/def2-TZVPD) of a molecular structure, C5H8N in a non-equilibrium geometry.

The value obtained for the calculated total energy is -6795.4540 eV. The LUMO energy is -0.1826 Ha. The calculation puts the gap between HOMO and LUMO at 10.112 eV. As for the highest occupied orbital energy: -15.08 eV. For the energy relative to the best compared isomer or geometry (same formula, charge and spin), the calculation gives 254.2 kJ/mol.

Structure (ORCA input):
```
! RIJCOSX wB97M-V def2-TZVPD def2/J DEFGRID3
* xyz 1 1
C 1.0192 -1.4374 1.8397
C 1.0963 0.4090 -0.1692
C -0.6915 -0.4483 0.3078
C 0.6016 -0.7186 0.7853
C -1.2114 1.1732 -1.4233
N -0.4090 0.3924 -0.5563
H 0.4636 -2.1887 2.3072
H 2.0182 -1.5357 2.1352
H 1.4466 1.2543 0.3685
H 1.6160 -0.0206 -1.0488
H -1.6539 -0.8321 0.3931
H -2.1634 0.7655 -1.2800
H -1.2214 2.2389 -1.2392
H -0.9112 0.9481 -2.4201
*
```

No. 8
The following is a DFT calculation (ωB97M-V/def2-TZVPD) of a gas-phase ion, C5H8N (charge +1) in a non-equilibrium geometry.

The value obtained for the calculated total energy is -6795.0876 eV. The LUMO energy is -0.1338 Ha. The calculation puts the gap between HOMO and LUMO at 12.031 eV. As for the highest occupied orbital energy: -15.67 eV. For the energy relative to the best compared isomer or geometry (same formula, charge and spin), the calculation gives 289.5 kJ/mol. The SMILES is C[N+]#CC1CC1.

Structure (ORCA input):
```
! RIJCOSX wB97M-V def2-TZVPD def2/J DEFGRID3
* xyz 1 1
C 2.8802 0.0267 0.0867
N 1.5286 -0.1576 -0.0186
C 0.4286 -0.3241 -0.2575
C -0.9937 -0.5333 -0.4658
C -1.8636 0.7315 -0.4449
C -1.9331 -0.2862 0.7489
H 3.0167 0.8190 0.9678
H 3.2473 -0.8618 0.3430
H 3.3376 0.5845 -0.8673
H -1.1345 -1.4247 -1.2012
H -2.6172 0.6982 -1.1776
H -1.3421 1.5871 -0.2377
H -1.7330 0.0531 1.6674
H -2.8219 -0.9124 0.8568
*
```

No. 9
The following is a DFT calculation (ωB97M-V/def2-TZVPD) of 2 unconnected molecules or ions with the total composition C5H8N in a non-equilibrium geometry.

The value obtained for the calculated total energy is -6792.7737 eV. The LUMO energy is -0.1702 Ha. The calculation puts the gap between HOMO and LUMO at 9.005 eV. As for the highest occupied orbital energy: -13.64 eV. For the energy relative to the best compared isomer or geometry (same formula, charge and spin), the calculation gives 512.8 kJ/mol.

Structure (ORCA input):
```
! RIJCOSX wB97M-V def2-TZVPD def2/J DEFGRID3
* xyz 1 1
C -2.3171 -0.6820 0.4086
C -2.4667 0.4051 -0.4088
C 0.7352 1.5586 0.0767
C -1.4475 -0.5539 -0.6420
C 1.2323 -0.9086 0.2668
N 0.6179 0.2877 0.0535
H -2.6673 -1.3715 1.1648
H -2.7678 1.4061 -0.3446
H 1.5930 2.1436 0.3782
H -0.1950 2.0957 -0.1285
H -0.8738 -1.0007 -1.3931
H 0.9467 -1.2896 1.1945
H 2.2632 -0.8878 0.5021
H 0.9875 -1.5212 -0.5702
*
```

No. 10
The following is a DFT calculation (ωB97M-V/def2-TZVPD) of a gas-phase ion, C5H8N (charge +1) in a non-equilibrium geometry.

The value obtained for the calculated total energy is -6793.9231 eV. The LUMO energy is -0.1277 Ha. The calculation puts the gap between HOMO and LUMO at 11.004 eV. As for the highest occupied orbital energy: -14.48 eV. For the energy relative to the best compared isomer or geometry (same formula, charge and spin), the calculation gives 401.9 kJ/mol. The SMILES is C=C=C1C[N@@H+]1C.

Structure (ORCA input):
```
! RIJCOSX wB97M-V def2-TZVPD def2/J DEFGRID3
* xyz 1 1
C -1.9091 -1.0047 -1.9839
C -1.0063 -0.4797 -1.2356
C -0.0864 0.0708 -0.5202
C 1.0672 0.9291 -0.4864
N 0.3923 0.6320 0.7338
C 0.7723 -0.2631 1.8812
H -2.6541 -0.3983 -2.5721
H -2.1315 -2.0705 -2.1527
H 2.0724 0.5133 -0.5505
H 0.8460 1.9585 -0.8246
H -0.1303 1.4911 0.9578
H 1.2939 0.3188 2.6737
H -0.0115 -0.6297 2.4369
H 1.4852 -1.0677 1.6426
*
```

No. 11
The following is a DFT calculation (ωB97M-V/def2-TZVPD) of 2 unconnected molecules or ions with the total composition C5H8N in a non-equilibrium geometry.

The value obtained for the calculated total energy is -6789.4215 eV. The LUMO energy (spin up / spin down) is -0.1806 / -0.1685 Ha. The calculation puts the gap between HOMO and LUMO (spin up / spin down) at 7.447 / 8.599 eV. As for the highest occupied orbital energy (spin up / spin down): -12.36 / -13.18 eV. For the energy relative to the best compared isomer or geometry (same formula, charge and spin), the calculation gives 836.2 kJ/mol.

Structure (ORCA input):
```
! RIJCOSX wB97M-V def2-TZVPD def2/J DEFGRID3
* xyz 1 1
C -3.4008 -0.3160 -1.2478
C -2.2047 0.8618 -1.6850
C 0.1609 -0.3268 0.3005
C 1.2771 -0.8642 0.7450
C -1.9459 -0.1588 -0.9832
N 2.3523 0.0114 1.4107
H -4.0853 -0.0361 -0.4525
H -3.5956 -1.0933 -1.8717
H -2.0865 1.7720 -2.1706
H -0.0840 0.7593 0.2522
H 1.5811 -1.9039 0.5496
H 2.2486 -0.3211 2.3838
H 1.9879 0.9298 1.2619
H 3.2607 -0.3848 1.0780
*
```

No. 12
The following is a DFT calculation (ωB97M-V/def2-TZVPD) of a gas-phase ion, C5H8N (charge +1) in a non-equilibrium geometry.

The value obtained for the calculated total energy is -6795.4036 eV. The LUMO energy is -0.1922 Ha. The calculation puts the gap between HOMO and LUMO at 9.389 eV. As for the highest occupied orbital energy: -14.62 eV. For the energy relative to the best compared isomer or geometry (same formula, charge and spin), the calculation gives 259.0 kJ/mol. The SMILES is C/C=C/C#[N+]C.

Structure (ORCA input):
```
! RIJCOSX wB97M-V def2-TZVPD def2/J DEFGRID3
* xyz 1 1
C -1.5520 -1.9920 1.3898
C -0.5178 -1.0373 1.0934
C -0.6915 -0.1083 0.0501
C 0.2873 0.5682 -0.5903
N 1.0111 1.3791 -1.0274
C 1.9549 2.1389 -1.6146
H -2.7107 -1.6003 1.4516
H -1.3848 -2.3858 2.4306
H -1.5802 -2.9674 0.7749
H 0.3034 -1.1491 1.7558
H -1.6176 -0.1919 -0.4285
H 2.4331 1.6994 -2.4628
H 2.5729 2.5925 -0.8227
H 1.4919 3.0539 -2.0002
*
```